# 1
The following is a DFT calculation (ωB97M-V/def2-TZVPD) of a structure of composition C39H42IrNO2Sb.

Each line ends with the Mulliken charge.
CARTESIAN COORDINATES (ANGSTROEM)
1 Ir 0.0061 -0.1011 -1.3419  1.2374
2 O -1.8092 -0.3988 -0.4985  -0.3641
3 C -2.6206 0.6766 -0.1315  2.7625
4 C -2.2928 1.9566 -0.9113  -2.2047
5 C -1.0362 2.6291 -0.4237  0.7937
6 C -0.9919 3.9858 -0.1668  -0.7452
7 C 0.1967 4.5428 0.2795  -1.0254
8 C 1.2819 3.7189 0.5064  -0.9156
9 C 1.1755 2.3571 0.2594  -0.0841
10 C 2.3044 1.4354 0.6533  -1.8216
11 C 2.6564 0.2896 -0.3059  2.1043
12 O 1.6308 -0.7042 -0.2484  -1.1098
13 C 3.9750 -0.3876 0.0581  -0.6175
14 C 4.4479 -1.3708 -0.8123  -0.1754
15 C 5.6097 -2.0684 -0.5357  -0.8012
16 C 6.3257 -1.7895 0.6242  -0.5908
17 C 5.8687 -0.8138 1.4919  -0.9696
18 C 4.6986 -0.1124 1.2096  -0.0805
19 C 2.7178 0.8356 -1.7327  -0.0429
20 C 1.9131 0.2561 -2.7232  0.5187
21 C 1.8535 0.7886 -4.0190  -0.5416
22 C 2.5978 1.9081 -4.3269  -0.7765
23 C 3.4226 2.4692 -3.3514  -0.8122
24 C 3.4834 1.9426 -2.0692  -0.5021
25 N 0.0377 1.8464 -0.2398  0.5220
26 C -4.0823 0.2628 -0.1897  0.1365
27 C -4.4027 -1.1203 -0.2577  -0.0615
28 C -5.7072 -1.5208 -0.3542  -0.9610
29 C -6.7397 -0.5663 -0.3376  -0.4606
30 C -6.4513 0.7972 -0.2239  -1.0949
31 C -5.1479 1.2106 -0.1280  -0.3920
32 C -2.6950 0.8607 1.3824  0.7095
33 C -3.0800 2.0869 1.9793  -0.4548
34 C -3.1260 2.2109 3.3477  -0.9774
35 C -2.8312 1.1109 4.1569  -0.5876
36 C -2.4745 -0.1140 3.5856  -0.7741
37 C -2.4240 -0.2448 2.2181  -0.0291
38 H -3.1081 2.6772 -0.8740  0.5588
39 H -2.1925 1.6609 -1.9598  0.4640
40 H -1.8696 4.5982 -0.3254  0.5314
41 H 0.2694 5.6072 0.4611  0.4853
42 H 2.2134 4.1210 0.8813  0.5350
43 H 2.0450 0.9806 1.6141  0.7385
44 H 3.1827 2.0567 0.8209  0.8082
45 H 3.9010 -1.5817 -1.7254  0.3849
46 H 5.9668 -2.8217 -1.2264  0.4353
47 H 7.2409 -2.3241 0.8408  0.4467
48 H 6.4215 -0.5891 2.3946  0.4540
49 H 4.3635 0.6333 1.9188  0.4642
50 H 1.5697 -0.7881 -2.5961  -0.0868
51 H 1.2514 0.3033 -4.7766  0.5074
52 H 2.5662 2.3290 -5.3225  0.4533
53 H 4.0309 3.3296 -3.6000  0.4732
54 H 4.1389 2.3923 -1.3322  0.4482
55 H -3.5920 -1.8317 -0.2820  0.2127
56 H -5.9512 -2.5700 -0.4506  0.4976
57 H -7.7696 -0.8915 -0.4076  0.4432
58 H -7.2540 1.5211 -0.2072  0.4611
59 H -4.9391 2.2658 -0.0251  0.2158
60 H -3.2997 2.9508 1.3664  0.3187
61 H -3.3915 3.1584 3.7968  0.4854
62 H -2.8872 1.2062 5.2333  0.4482
63 H -2.2400 -0.9566 4.2222  0.5149
64 H -2.1492 -1.1827 1.7615  0.1900
65 C 2.7397 -3.4663 1.6299  -1.0335
66 C 2.0046 -3.7731 0.3289  -0.7040
67 Sb 0.1037 -2.8495 0.2340  0.7031
68 C -1.1318 -3.8707 1.6709  -0.5436
69 C -0.9939 -5.3902 1.5675  -1.1364
70 C -0.6647 -3.4454 -1.6718  -0.3535
71 C -0.1645 -4.8184 -2.1278  -1.1901
72 H 3.7068 -3.9699 1.6386  0.3906
73 H 2.1854 -3.8116 2.5055  0.3517
74 H 2.9253 -2.3969 1.7320  0.1559
75 H 1.8104 -4.8391 0.1899  0.7513
76 H 2.5392 -3.3961 -0.5416  0.3751
77 H -2.1504 -3.5285 1.4824  0.3699
78 H -0.8233 -3.4995 2.6482  0.4246
79 H -1.3670 -5.7730 0.6189  0.2878
80 H -1.5777 -5.8633 2.3593  0.4119
81 H 0.0381 -5.7197 1.6905  0.2996
82 H -0.3598 -2.6701 -2.3792  0.4201
83 H -1.7512 -3.3906 -1.5934  0.3532
84 H 0.9228 -4.8538 -2.1930  0.3154
85 H -0.5558 -5.0392 -3.1218  0.4277
86 H -0.4874 -5.6202 -1.4659  0.2230

Forces on atoms 1 to 2 (eV/Å):
-0.57 -0.29 0.60
-0.42 0.46 -0.24

- Charge: +2
- Orbital gap (alpha / beta): 7.692 / 4.530 eV
- Multiplicity: 6
- HOMO level (alpha / beta): -12.81 / -13.39 eV
- ⟨S²⟩: 8.794
- LUMO level (alpha / beta): -5.11 / -8.87 eV



# 2
The following is a DFT calculation (ωB97M-V/def2-TZVPD) of the ion C39H42N3 with charge +1 at a distorted geometry.

Each line ends with the Mulliken charge.
CARTESIAN COORDINATES (ANGSTROEM)
1 C 6.6570 -0.8099 1.4209  -1.5568
2 C 5.2117 -0.4350 1.5925  0.4090
3 C 4.2160 -1.1124 0.8882  -0.4859
4 C 2.8708 -0.7478 0.9847  0.5406
5 C 1.8933 -1.4163 0.0713  -1.2851
6 C 2.5052 0.2442 1.9190  0.7318
7 N 1.1545 0.6135 2.1336  1.1189
8 C -0.0367 -0.2511 2.2128  -0.2106
9 N -1.0990 0.7592 2.4579  0.7877
10 C -2.4883 0.4925 2.4203  -0.8204
11 C -3.1506 -0.0260 3.5986  1.3856
12 C -2.5532 -0.1324 4.8523  -1.1660
13 C -4.4853 -0.5060 3.4203  -0.8781
14 C -5.1739 -0.3199 2.2266  0.4963
15 C -6.5833 -0.8228 2.0619  -1.4717
16 C -4.5447 0.3514 1.1713  -0.8040
17 C -3.2197 0.7906 1.2635  1.2368
18 C -2.6252 1.5393 0.1050  -1.4495
19 C -0.5689 2.0162 2.3463  -1.4196
20 C 0.7516 1.9294 2.0899  -0.4027
21 C 3.5021 0.9621 2.6220  0.9564
22 C 3.2112 2.0724 3.5922  -2.3230
23 C 4.8418 0.6194 2.4278  -1.0695
24 H 7.3016 -0.1554 2.0209  0.3695
25 H 6.8434 -1.8504 1.7256  0.3280
26 H 6.9654 -0.7227 0.3690  0.4080
27 H 4.5014 -1.9247 0.2160  0.4350
28 H 1.3482 -2.2308 0.5742  0.0751
29 H 1.1847 -0.7166 -0.3918  0.2198
30 H 2.4617 -1.8967 -0.7385  0.5806
31 H -3.0925 -0.6816 5.6242  0.3755
32 H -0.1703 -0.6978 1.2106  -0.3503
33 H -1.6640 0.4347 5.1170  0.2401
34 H -4.9604 -1.0349 4.2506  0.4057
35 H -7.0895 -0.2925 1.2467  0.3965
36 H -6.5980 -1.8958 1.8169  0.2342
37 H -7.1594 -0.6879 2.9861  0.3804
38 H -5.0902 0.5247 0.2341  0.3650
39 H -3.3439 1.5325 -0.7219  0.4570
40 H -2.4320 2.5938 0.3484  0.3515
41 H -1.6963 1.0839 -0.2636  0.1864
42 H -1.1529 2.9178 2.4656  0.7400
43 H 1.4474 2.7454 1.9337  0.7816
44 H 4.0631 2.1759 4.2779  0.4839
45 H 3.1275 3.0427 3.0802  0.4695
46 H 2.3168 1.9302 4.2101  0.4823
47 H 5.6081 1.1956 2.9546  0.3302
48 C 2.2739 -0.7652 5.3589  -1.8345
49 C 2.1741 -1.8171 4.3343  0.4341
50 N 3.1953 -2.7134 4.1426  0.2269
51 C 4.5312 -2.5795 4.6830  -0.9945
52 C 2.8281 -3.6491 3.1840  -0.6060
53 C 1.4933 -3.3499 2.7828  0.0072
54 C 0.8732 -4.2135 1.8726  0.8436
55 C 1.5871 -5.3195 1.3937  -1.2430
56 C 2.9242 -5.5457 1.7628  -0.8430
57 C 3.5734 -4.6943 2.6671  -1.1400
58 C 1.1423 -2.1083 3.4414  1.1001
59 C -0.1054 -1.3039 3.2277  1.2251
60 C -1.2778 -2.2827 3.0233  0.1801
61 C -2.0138 -2.3627 1.8342  0.7360
62 C -3.0639 -3.2796 1.7349  -1.5057
63 C -3.4024 -4.0958 2.8130  0.8734
64 C -4.5084 -5.0917 2.6612  -1.6008
65 C -2.6858 -3.9856 4.0088  -1.3148
66 C -1.6201 -3.0972 4.1026  -0.2609
67 H 1.2724 -0.3863 5.5977  0.1336
68 H 2.7225 -1.1521 6.2858  0.6232
69 H 2.8902 0.0788 5.0110  0.2675
70 H 5.0328 -3.5487 4.6192  0.4280
71 H 5.1167 -1.8367 4.1149  0.2035
72 H 4.4799 -2.2584 5.7288  0.3076
73 H -0.1561 -4.0252 1.5574  0.5892
74 H 1.0883 -6.0213 0.7187  0.4443
75 H 3.4535 -6.4034 1.3565  0.4007
76 H 4.6008 -4.8435 2.9886  0.3351
77 H -0.2993 -0.7684 4.1740  -0.6014
78 H -1.7829 -1.7363 0.9687  0.1996
79 H -3.6291 -3.3544 0.8022  0.3958
80 H -4.9251 -5.3579 3.6364  0.4137
81 H -5.3110 -4.6853 2.0324  0.3603
82 H -4.1614 -6.0173 2.1802  0.2714
83 H -2.9547 -4.6090 4.8611  0.3860
84 H -1.0550 -3.0127 5.0352  0.4930

Forces on atoms 1 to 2 (eV/Å):
0.29 -0.06 -0.03
-0.08 0.10 0.04

- Charge: +1
- Energy above the lowest of the compared OMol25 structures with the same formula, charge and spin: 49.5 kcal/mol
- Orbital gap: 4.190 eV
- Multiplicity: 1
- SMILES string: C=C1C=C(C)C=C(C)/C1=[N+]1\C=CN(c2c(C)cc(C)cc2C)[C@H]1[C@@H](c1ccc(C)cc1)c1c(C)n(C)c2ccccc12
- HOMO level: -9.42 eV
- LUMO level: -5.23 eV